Record 1
Formula: C21H37I2NO26S7
Source: OMol25
Level of theory: ωB97M-V with the def2-TZVPD basis set

Cartesian coordinates (Å):
C -0.73053 -1.25121 -0.24350
C 0.30863 -1.80703 -1.23560
I 1.84110 -3.00592 -0.27632
C 0.91308 -0.76296 -2.18013
C 1.35574 0.55430 -1.50118
C 0.29715 1.67330 -1.65993
S 0.56725 2.58934 -3.19481
C 0.53433 2.50255 -0.37171
O -0.00482 3.58052 -0.16915
N 1.41447 1.83324 0.50540
C 1.87661 0.49686 -0.07223
C 3.40090 0.49655 0.07161
C 3.92641 -0.25111 1.29902
O 4.95991 -0.90879 1.23227
I 2.89360 -0.19019 3.20259
H -0.49668 -1.63252 0.74706
H -0.74144 -0.16664 -0.18153
H -1.74740 -1.57143 -0.46452
H -0.21719 -2.52402 -1.85860
H 1.79604 -1.18092 -2.66397
H 0.23034 -0.53225 -2.99939
H 2.21979 0.92001 -2.06581
H -0.69133 1.22712 -1.70863
H -0.45694 2.17034 -3.95488
H 0.79458 1.61232 1.28305
H 1.43905 -0.20219 0.63460
H 3.78471 1.51205 0.12263
H 3.82153 -0.06556 -0.76066
O -1.14847 -3.14524 2.50849
S -2.50324 -2.73769 2.64021
O -3.50004 -3.12935 1.71110
O -2.52715 -1.13938 2.78463
C -3.17860 -0.76763 4.01026
C -2.92093 -1.92226 4.95186
O -3.01600 -3.09033 4.11468
H -4.24466 -0.64863 3.80782
H -2.77278 0.16993 4.38035
H -3.64603 -1.97154 5.76488
H -1.91020 -1.87980 5.36593
O 4.01131 0.09909 -4.27618
S 4.56122 0.68073 -5.44969
O 5.15430 -0.10982 -6.46587
O 5.59259 1.82559 -5.00031
C 5.21074 3.08576 -5.57167
C 3.70920 2.99405 -5.72325
O 3.46943 1.63646 -6.12376
H 5.70501 3.18925 -6.53990
H 5.51557 3.90101 -4.92138
H 3.31933 3.68462 -6.46205
H 3.20158 3.16026 -4.77004
O -2.40148 2.62629 -4.95620
S -3.70596 3.11160 -4.68309
O -4.80337 2.83617 -5.53621
O -3.60374 4.69183 -4.44162
C -4.10774 5.02842 -3.14241
C -3.84133 3.79913 -2.30017
O -4.10329 2.69883 -3.18640
H -5.17726 5.23019 -3.23020
H -3.60178 5.91091 -2.76129
H -4.48452 3.74116 -1.42696
H -2.79524 3.74805 -1.98745
O -4.25292 -2.31236 7.58750
S -3.61616 -2.76349 8.77856
O -3.43867 -1.90671 9.89105
O -2.21544 -3.40409 8.36453
C -2.13970 -4.76727 8.81569
C -3.57730 -5.24138 8.81528
O -4.32925 -4.10583 9.27314
H -1.71191 -4.77242 9.81828
H -1.50740 -5.34760 8.15233
H -3.73975 -6.09041 9.47241
H -3.91571 -5.49083 7.80715
O 0.75883 -4.34829 8.45746
S 2.04978 -4.47715 7.88035
O 2.90077 -5.56363 8.19895
O 2.83657 -3.10044 8.10456
C 3.25106 -2.55693 6.84225
C 2.21301 -3.04825 5.85699
O 1.91818 -4.38556 6.28667
H 4.24191 -2.94977 6.60740
H 3.29563 -1.47269 6.89493
H 2.57559 -3.04955 4.83344
H 1.29429 -2.45966 5.91717
O 1.37259 4.31894 -7.50621
S 0.51636 3.18409 -7.52250
O 0.30107 2.40299 -6.36414
O 0.97966 2.22290 -8.71714
C -0.10623 2.00908 -9.62828
C -0.94195 3.26734 -9.52768
O -0.89862 3.61133 -8.13708
H -0.66456 1.13167 -9.29671
H 0.27397 1.83903 -10.63169
H -1.96897 3.11593 -9.84677
H -0.50011 4.08762 -10.09769

SMILES string   C[C@H](I)C[C@H]1[C@H](S)C(=O)N[C@@H]1CC(=O)I.O=S1(=O)OCCO1.O=S1(=O)OCCO1.O=S1(=O)OCCO1.O=S1(=O)OCCO1.O=S1(=O)OCCO1.O=S1(=O)OCCO1
DFT total energy   -6215.94986 Eh
M   1197.79 g/mol
HOMO   -9.0 eV

=====

Record 2
Formula: C21H37N3O26S6
Source: OMol25
Level of theory: ωB97M-V with the def2-TZVPD basis set

Cartesian coordinates (Å):
C 1.59577 10.86603 -24.98063
N 1.25710 10.88360 -26.41474
O 0.19578 11.35310 -26.75513
O 2.04313 10.34998 -27.16709
H 2.03488 9.89552 -24.76683
H 0.70632 11.01167 -24.38036
H 2.37620 11.59093 -24.76305
C -7.30161 10.48750 -23.77177
C -7.59057 9.58321 -24.96737
O -8.51815 10.26710 -25.81448
S -9.07572 11.59555 -25.14354
O -10.32695 11.31878 -24.53734
O -8.95919 12.66478 -26.05413
O -7.97005 11.72760 -24.01612
H -6.23697 10.61990 -23.57905
H -7.68395 10.09955 -22.82323
H -7.95234 8.59168 -24.69860
H -6.69095 9.39773 -25.55748
C 0.41421 7.33322 -24.44806
C 0.51015 5.86867 -24.94609
O 0.59003 5.97068 -26.37369
S -0.27799 7.21038 -26.83420
O -1.64537 6.91358 -26.61792
O 0.20894 7.74028 -28.04017
O 0.17609 8.13184 -25.59974
H 1.34292 7.62028 -23.95748
H -0.42752 7.44551 -23.76844
H -0.39714 5.31737 -24.70440
H 1.39855 5.34850 -24.60836
C -0.44845 16.93743 -24.33356
C -0.88081 16.66192 -22.89272
O -0.82653 15.22701 -22.80046
S -1.34801 14.60256 -24.15835
O -2.76127 14.62287 -24.16585
O -0.68103 13.37963 -24.34876
O -0.78089 15.75645 -25.07916
H 0.60692 17.16438 -24.46806
H -1.01168 17.76889 -24.75792
H -1.91819 16.95529 -22.73308
H -0.19973 17.04870 -22.14434
C -5.22596 13.64740 -25.97793
C -4.22586 13.80795 -27.13117
O -4.13474 12.46101 -27.63003
S -5.66947 12.02235 -27.79884
O -5.72293 10.61450 -27.79896
O -6.28056 12.81278 -28.80183
O -6.08052 12.55138 -26.34480
H -5.82831 14.54609 -25.85654
H -4.73257 13.37696 -25.04647
H -3.29542 14.26598 -26.82455
H -4.73680 14.40526 -27.88882
C -3.23322 10.50676 -24.71915
C -1.83953 10.23898 -24.17151
O -2.08219 9.35149 -23.07280
S -3.26805 8.35582 -23.38253
O -4.07189 8.19871 -22.22831
O -2.76927 7.22351 -24.06171
O -3.98856 9.32543 -24.42180
H -3.27891 10.70285 -25.78848
H -3.70067 11.36217 -24.22130
H -1.30033 11.08106 -23.74730
H -1.19142 9.77849 -24.92118
C 0.82824 13.80591 -18.27019
C 0.91848 12.30372 -18.00890
O 0.79394 11.70072 -19.28911
S 0.27228 12.71916 -20.40555
O -0.92830 12.23559 -20.94868
O 1.35532 13.05923 -21.25121
O -0.03586 13.90621 -19.39820
H 1.81029 14.24623 -18.46598
H 0.39825 14.37535 -17.45025
H 0.09879 11.99511 -17.35790
H 1.86764 12.03118 -17.55425
N -5.89923 11.48628 -20.56269
C -6.46033 12.61589 -21.07000
C -5.49780 13.27437 -21.79169
C -4.28491 12.53984 -21.63620
C -4.56212 11.45771 -20.85097
H -6.39094 10.84087 -19.97014
H -7.49858 12.88697 -20.97828
H -5.64263 14.20597 -22.31371
H -3.32364 12.80717 -22.04415
H -3.98254 10.62454 -20.49125
N -5.28066 5.85503 -26.79428
C -6.44973 6.24372 -27.38903
C -7.32126 6.60362 -26.41449
C -6.63200 6.48064 -25.16977
C -5.37447 6.01473 -25.44111
H -4.48181 5.49368 -27.28443
H -6.58232 6.22885 -28.45709
H -8.33250 6.96165 -26.50944
H -7.01384 6.76666 -24.20208
H -4.56317 5.67923 -24.82095

DFT total energy   -5331.78238 Eh
M   939.92 g/mol
HOMO   -7.8 eV

=====

Which formula does entry 1 have?
C21H37I2NO26S7

=====

The highest M belongs to which entry?
C21H37I2NO26S7

=====

What is the HOMO in the first record?
-9.0 eV